Formula: C44H69Br14F9IN2S3
Source: the OMol25 dataset
Level of theory: wB97M-V/def2-TZVPD

Values from the calculation:
highest occupied orbital energy: -9.79 eV
LUMO level: -0.1293 Ha
frontier orbital gap: 6.27 eV
total energy: -40254.53060 Eh
net charge: +1
largest force on an atom: 2.09 eV Å⁻¹

Last column: Löwdin charge in e.
Positions of all 142 atoms, in Å:
1 C 2.474 6.868 3.252  -0.10
2 C 3.614 7.805 2.825  -0.24
3 C 4.526 7.191 1.745  -0.21
4 C 3.771 7.148 0.422  -0.20
5 N 4.373 6.411 -0.708  -0.21
6 C 4.902 5.082 -0.367  -0.18
7 C 3.821 4.239 0.305  -0.17
8 C 4.144 2.746 0.234  -0.15
9 C 3.383 2.005 -0.887  -0.10
10 C 2.772 0.637 -0.457  -0.13
11 C 2.527 -0.111 -1.733  -0.12
12 C 3.650 -0.548 -2.581  -0.08
13 C 4.704 -1.339 -1.744  -0.29
14 C 6.067 -0.646 -1.686  -0.64
15 I 7.323 -1.309 -3.294  0.81
16 N 1.273 -0.274 -1.974  -0.02
17 C 0.822 -0.915 -3.230  0.04
18 C 0.360 0.240 -0.948  -0.43
19 S -0.256 1.789 -1.787  0.95
20 C -0.798 -0.767 -0.554  -0.43
21 F -0.769 -1.060 0.767  0.06
22 F -0.586 -1.949 -1.192  0.10
23 C -2.200 -0.288 -0.876  -0.18
24 C -2.752 -0.570 -2.119  -0.02
25 C -4.021 -0.117 -2.444  -0.03
26 C -4.742 0.623 -1.520  0.02
27 C -4.192 0.869 -0.270  -0.09
28 C -4.976 1.681 0.724  -0.62
29 F -4.567 2.962 0.675  0.15
30 F -6.276 1.697 0.457  0.16
31 F -4.813 1.256 1.968  0.17
32 C -2.927 0.416 0.066  0.02
33 C 1.366 0.633 0.164  -0.13
34 C 0.959 1.697 1.165  -0.41
35 F -0.354 1.559 1.477  0.11
36 F 1.083 2.949 0.668  0.10
37 C 1.739 1.673 2.523  -0.28
38 F 2.728 0.761 2.518  0.07
39 F 2.252 2.880 2.784  0.11
40 C 5.267 7.134 -1.492  -1.11
41 S 6.242 8.344 -1.043  0.73
42 S 5.277 6.571 -3.191  0.87
43 C 3.569 7.008 -3.656  -0.46
44 C 3.145 6.176 -4.857  -0.33
45 C 2.921 4.718 -4.504  -0.13
46 H 1.535 7.403 3.365  0.07
47 H 2.700 6.364 4.186  0.07
48 H 2.291 6.086 2.515  0.04
49 H 3.245 8.780 2.517  0.11
50 H 4.240 7.940 3.704  0.10
51 H 4.810 6.211 2.123  0.10
52 H 5.400 7.828 1.681  0.08
53 H 2.753 6.799 0.572  0.11
54 H 3.677 8.178 0.089  0.11
55 H 5.113 4.595 -1.317  0.10
56 H 5.805 5.164 0.241  0.13
57 H 3.709 4.514 1.348  0.09
58 H 2.894 4.474 -0.211  0.11
59 H 5.205 2.610 0.027  0.12
60 H 3.971 2.275 1.194  0.09
61 H 4.055 1.900 -1.731  0.10
62 H 2.567 2.635 -1.235  0.10
63 H 3.518 0.173 0.173  0.15
64 H 4.148 0.306 -3.031  0.13
65 H 3.345 -1.195 -3.395  0.12
66 H 4.845 -2.287 -2.247  0.06
67 H 4.341 -1.595 -0.753  0.09
68 H 6.003 0.434 -1.706  0.03
69 H 6.588 -0.974 -0.797  0.04
70 H 1.345 -1.854 -3.360  0.11
71 H -0.233 -1.122 -3.182  0.07
72 H 1.067 -0.260 -4.058  0.12
73 H -0.889 2.357 -0.754  -0.08
74 H -2.214 -1.142 -2.856  0.11
75 H -4.439 -0.345 -3.411  0.12
76 H -5.721 0.992 -1.775  0.13
77 H -2.529 0.612 1.048  0.13
78 H 1.399 -0.268 0.787  0.09
79 H 1.043 1.434 3.326  0.18
80 H 2.904 6.831 -2.815  0.08
81 H 3.579 8.066 -3.894  0.08
82 H 2.234 6.614 -5.262  0.11
83 H 3.900 6.284 -5.636  0.10
84 H 3.845 4.275 -4.139  0.05
85 H 2.571 4.139 -5.353  0.07
86 H 2.209 4.643 -3.682  0.07
87 Br 0.909 -5.936 3.388  0.64
88 C -0.250 -4.394 3.640  -0.67
89 C -0.133 -3.431 2.494  -0.73
90 Br 1.517 -2.391 2.588  0.69
91 H 0.015 -3.950 4.594  0.06
92 H -1.262 -4.794 3.689  0.03
93 H -0.932 -2.698 2.524  -0.04
94 H -0.134 -3.928 1.530  0.04
95 Br 3.168 -8.261 -1.715  0.63
96 C 2.231 -7.442 -0.222  -0.71
97 C 1.918 -5.996 -0.492  -0.70
98 Br 3.500 -4.874 -0.308  0.60
99 H 2.856 -7.575 0.655  0.05
100 H 1.312 -8.011 -0.104  0.06
101 H 1.209 -5.619 0.243  0.01
102 H 1.531 -5.832 -1.492  0.05
103 Br -3.822 -6.663 2.526  0.61
104 C -5.036 -5.158 2.744  -0.70
105 C -4.955 -4.212 1.580  -0.68
106 Br -3.324 -3.146 1.664  0.74
107 H -4.780 -4.685 3.686  0.05
108 H -6.034 -5.587 2.811  0.00
109 H -5.777 -3.500 1.605  0.07
110 H -4.945 -4.720 0.622  0.03
111 Br -7.053 -7.047 0.366  0.65
112 C -7.828 -8.305 1.628  -0.65
113 C -9.208 -7.882 2.043  -0.67
114 Br -9.147 -6.406 3.312  0.63
115 H -7.138 -8.376 2.463  0.05
116 H -7.860 -9.257 1.102  0.06
117 H -9.715 -8.691 2.564  0.07
118 H -9.816 -7.552 1.207  0.05
119 Br -12.118 -7.221 5.901  0.59
120 C -11.522 -5.392 6.174  -0.72
121 C -12.031 -4.826 7.473  -0.70
122 Br -13.911 -4.346 7.364  0.61
123 H -11.854 -4.822 5.312  0.05
124 H -10.435 -5.441 6.181  0.04
125 H -11.510 -3.902 7.714  0.06
126 H -11.932 -5.524 8.298  0.05
127 Br 9.298 5.647 -2.278  0.59
128 C 10.645 6.970 -1.811  -0.69
129 C 10.234 8.350 -2.253  -0.70
130 Br 10.448 8.585 -4.170  0.61
131 H 11.575 6.644 -2.263  0.05
132 H 10.732 6.927 -0.728  0.06
133 H 10.874 9.100 -1.794  0.06
134 H 9.195 8.568 -2.025  0.01
135 Br -6.624 -10.021 -2.587  0.60
136 C -7.444 -8.873 -3.928  -0.69
137 C -8.050 -7.642 -3.311  -0.71
138 Br -9.726 -8.038 -2.414  0.61
139 H -8.174 -9.478 -4.455  0.05
140 H -6.639 -8.601 -4.607  0.06
141 H -8.299 -6.913 -4.080  0.06
142 H -7.402 -7.184 -2.571  0.00